1.
ORCA calculation (ωB97M-V with the def2-TZVPD basis set) on 3 unconnected molecules or ions with the total composition C33H59BCl3I2O10P2 in a non-equilibrium geometry.

Structure (XYZ):
```
110
Properties=species:S:1:pos:R:3
I -4.0239 -0.3794 3.4157
H -4.2652 -3.3915 0.3595
H 0.7860 1.0575 7.0471
H 1.0141 1.7539 2.5179
H 2.0912 2.0794 -1.8005
C -3.7183 1.8140 0.0730
H 0.1154 -10.8442 -2.5166
H -1.3634 -9.3648 -1.2551
O 0.2607 -8.2440 -1.7696
P 0.6640 -6.8374 -2.5446
H 4.2217 -5.2507 -4.7902
O 3.6196 3.7621 -5.8511
B -1.1219 2.6453 2.4734
H 1.0071 6.1261 6.0843
C 3.6659 -5.5122 -3.8854
H 0.5721 4.6557 -4.3351
O 0.0905 -7.2186 -3.9130
C -2.1424 3.9368 7.9707
C 1.7991 -5.0438 -0.8686
C -0.8520 4.9122 5.7388
C -0.2099 0.6071 3.9833
H -4.5354 -0.7868 0.0040
H 3.5268 -7.5822 -4.4188
H 2.8004 -5.0626 -1.3023
C -4.1845 -2.6173 1.2177
H 3.1764 3.3631 -1.2289
H -4.7367 2.4605 2.6780
H -0.5156 4.7693 2.9378
H -0.2263 -0.1774 3.1297
H 3.0316 0.3337 5.7294
H -0.8233 0.1424 6.6263
C 0.1904 2.0031 3.2938
H -4.3037 4.1923 2.0055
C 4.7915 1.7187 -7.8448
O 2.6224 1.8192 -6.8034
C 0.8832 0.0665 5.0492
C 2.6290 2.9834 -2.0958
C -3.6212 -1.2654 0.4861
H -1.8543 -0.8550 1.8192
H -0.2652 6.9228 4.9562
Cl -5.9289 3.3682 -0.8790
H 4.3519 2.0097 -2.9164
H 3.0116 -4.6737 -3.6361
C 2.8586 -6.7780 -4.0969
H 4.3746 -5.6333 -3.0626
C -2.6410 1.2026 1.0698
C 3.5726 2.7022 -3.2477
H -0.4627 5.5189 7.9741
C -0.5010 -10.1261 -3.0651
H 1.4423 -2.9628 -1.3005
H 0.7677 -0.7996 7.1030
H 2.8820 1.6575 -8.8194
C -0.8959 -8.9718 -2.1627
H -0.9898 2.0330 -4.5676
C -1.4073 4.0848 3.2070
H -1.6293 -8.3198 -2.6422
H -2.3254 4.5537 2.7033
C 0.2588 5.9475 5.2295
H 0.0984 -9.7899 -3.9144
C -1.0865 4.8521 7.2833
H -3.7566 2.3286 7.4840
C -2.9747 3.0217 7.0051
C -0.3408 4.0675 -4.4809
H -2.2889 3.9524 9.1038
C 3.3488 2.1711 -7.9736
H 5.3841 2.0568 -8.6985
I -2.3152 -2.0430 -1.1292
H -1.2433 0.6335 4.4654
Cl -3.7221 1.2900 -1.7092
P 2.3409 2.9486 -5.6250
O 1.1952 -6.3199 -1.0041
C 0.9587 -3.9299 -1.4556
H 0.6565 2.7736 3.9994
C 0.3185 0.1182 6.5575
C -1.6979 3.9974 4.7680
C -4.9680 3.2550 1.8809
H 0.8060 -4.0699 -2.5321
H 2.7548 0.8174 3.9195
O 2.2535 -7.1985 -2.8822
C -0.0555 2.5820 -4.4195
O 2.8818 2.0730 -4.3195
H 0.8385 5.4826 4.3598
H -1.0589 4.3515 -3.7083
H 5.2536 2.0942 -6.9289
H -1.2677 2.0695 -0.7179
H 3.2802 3.2427 -8.1742
H -1.3849 -10.6441 -3.4453
O -0.5931 2.6486 1.0745
Cl 0.1060 0.3034 0.2258
H 1.9284 -4.8663 0.2029
O 0.8407 2.1493 -5.4315
H -5.2463 -2.4924 1.6158
C -1.2182 1.5791 0.3068
H 4.0675 3.6259 -3.5541
H -3.3902 2.3849 4.8325
H 2.1291 -6.6224 -4.8941
H -0.7493 4.3409 -5.4583
H -6.0514 3.6492 1.9725
H 4.8448 0.6275 -7.7931
H -0.0303 -3.9065 -0.9889
C -4.7536 2.7312 0.3963
H 0.3250 2.2866 -3.4403
H -3.4431 -3.0564 1.9622
H 1.0596 -1.0495 4.8067
O -2.3299 1.8201 2.3225
C 2.3071 0.7986 4.9678
H 2.1467 1.8912 5.2898
C -2.8344 -0.3480 1.5410
H 1.8848 3.7313 -2.3802
C -2.7436 3.0851 5.4517
```

Output
HOMO energy	-4.973	eV
energy	-128670.9288	eV
net charge	-1
orbital gap	5.3	eV
2S+1	1
energy above the lowest of the compared OMol25 structures with the same formula, charge and spin	294.6	kcal per mole


2.
ORCA calculation (ωB97M-V with the def2-TZVPD basis set) on 10 unconnected molecules or ions with the total composition C33H59FO9 in a non-equilibrium geometry.

Structure (XYZ):
```
102
Properties=species:S:1:pos:R:3
H -2.2076 -1.5526 0.9851
C 3.2051 -3.6234 -2.6074
O 1.0609 -3.8761 -1.8167
H -1.8035 0.1474 7.9657
H 3.3753 0.9469 7.0113
H 2.4958 -2.3329 3.9119
C -1.8878 0.6893 7.0237
H -2.0586 1.7364 7.2737
H 1.2632 -6.3574 -2.1530
H 0.0681 -4.8918 1.9179
H 2.9628 -6.3372 -2.8370
C -3.8345 -2.9505 0.9048
H 3.1928 -2.7544 -1.9495
H 2.2036 5.0812 -3.4078
H 0.8803 0.8268 -4.7828
O 0.9719 2.1744 -2.5153
C 3.3888 0.4472 4.9947
H -1.4956 2.5266 -4.8673
H 3.2793 2.2303 -5.6428
C -4.0926 -4.3517 0.7447
H 2.2423 1.8974 6.0204
C 1.5219 -0.0484 -4.8855
H 3.5142 0.7585 -6.7521
O 0.6008 0.3887 1.3978
O -3.7425 5.0810 0.8151
C 2.0204 3.7738 -1.1033
H 1.2172 -1.4341 -0.1378
O 0.3778 0.2264 6.4931
H 3.7939 2.4287 5.9316
H -2.5101 7.4184 0.6109
H 4.7554 1.1566 -5.5781
C -0.7577 0.3807 6.1173
C -3.0878 -5.2245 0.3443
H 4.1617 -4.1362 -2.5061
C -4.2523 1.2332 -3.1343
H -4.6805 -2.3740 1.2489
H -1.8685 0.5644 -0.4889
H 1.3489 -0.7638 -4.0816
C -1.5647 -3.4083 0.2604
H -1.7949 -0.5051 4.4330
H -0.5754 -2.9932 0.1365
H -4.0141 0.6709 -2.2314
H -3.2164 -6.2917 0.2395
H 1.4291 -5.8427 -3.6757
H -3.7893 7.4313 -0.5535
C -2.1633 2.4107 -4.0135
H -1.0537 -5.4466 -0.2790
H 2.0830 2.8962 -0.4598
C 3.6877 1.2297 -5.7847
H 2.9786 4.2919 -1.1414
H 3.2676 -3.1308 -3.5777
H -1.8409 1.2237 4.3672
H 2.2785 -0.1330 3.1168
C 0.1911 0.2648 0.2223
C -1.8201 -4.7417 0.0076
C 2.6059 0.6900 3.7520
O 2.3215 -5.0829 3.4850
H 3.0711 1.4483 3.1222
C -2.8433 6.9460 -0.3132
C -0.9885 1.1093 -0.1471
H -0.6016 -3.7908 2.9672
C 2.0385 -4.4304 -2.3657
H -1.5637 4.4207 -1.3623
C 3.2531 1.4934 6.0761
C 2.0042 -5.8257 -2.7499
O 4.1832 -0.5215 5.0898
H -1.5706 2.3133 -3.1039
H 0.8449 -2.5183 4.4173
C -3.0090 1.1758 -3.9752
H 1.4096 3.9974 -4.4752
C 1.4210 -4.2527 3.4458
H -4.7191 2.1831 -2.8740
F -5.3527 -4.8457 0.8402
H -0.3139 -1.3733 -1.1318
H 1.1000 -2.3120 2.7195
H 1.2314 -0.4190 -5.8686
H -2.7572 3.3204 -3.9248
C -3.1668 5.4153 -0.1625
C -2.5556 -2.5489 0.7554
C -1.1892 0.3839 4.6085
H 1.1894 4.3333 -0.6737
O -2.7468 0.1779 -4.6836
C 2.1102 4.0205 -3.6405
C 0.0192 -4.6865 2.9873
C 3.0113 0.3232 -4.7863
C 1.5385 -2.7590 3.6117
H -0.5811 -5.5346 3.3167
H -1.3240 1.6389 0.7446
C 1.6103 3.2311 -2.4432
H -0.6889 1.8722 -0.8657
H -3.1817 4.3566 -2.0257
C -2.6183 4.3630 -1.0926
H 1.0982 -0.4946 -1.6444
H -5.0720 0.6879 -3.6021
H 3.0967 3.6292 -3.8890
H -2.1207 7.0419 -1.1236
O 3.6647 -0.2823 -3.8947
C 0.5562 -0.8316 -0.7608
H -0.2526 0.2581 4.0654
H -2.6977 3.3778 -0.6331
H 1.6201 1.0286 4.0707
H -2.7898 0.2415 6.6065
```

Output
SMILES	Fc1ccccc1.CC(C)=O.CC(C)=O.CC(C)=O.CC(C)=O.CC(C)=O.CC(C)=O.CC(C)=O.CC(C)=O.CC(C)=O
HOMO energy	-8.906	eV
energy	-56319.5023	eV
net charge	0
orbital gap	9.0	eV
2S+1	1
energy above the lowest of the compared OMol25 structures with the same formula, charge and spin	77.2	kcal per mole


no.,LUMO energy (eV)
1,0.282
2,0.080